(a)
{
  "formula": "C4H14O3",
  "method": "ωB97M-V with the def2-TZVPD basis set",
  "spin_multiplicity": 1,
  "homo_energy_ev": -9.49,
  "mol_weight_g_mol": 110.2,
  "e_lumo_ev": 0.70,
  "charge": 0,
  "smiles": "C/C=C/C.O.O.O",
  "orbital_gap_ev": 10.189,
  "species": ["C", "C", "C", "C", "H", "H", "H", "H", "H", "H", "H", "H", "H", "H", "O", "H", "H", "O", "H", "H", "O"],
  "positions_angstrom": [[-0.511, -1.257, 0.354], [-1.578, -0.512, 0.056], [-1.853, 0.135, -1.260], [-0.206, -1.759, 1.793], [0.163, -1.626, -0.415], [-2.414, -0.505, 0.773], [-0.924, 0.619, -1.572], [-2.670, 0.854, -1.172], [-2.106, -0.560, -2.055], [-1.174, -2.215, 2.017], [0.546, -2.528, 1.729], [0.164, -0.954, 2.407], [2.885, 2.447, -0.616], [1.576, 1.834, 0.029], [1.982, 2.161, -0.800], [0.460, 1.392, 2.261], [-0.146, 0.709, 1.037], [0.398, 1.479, 1.310], [2.337, 0.291, -1.428], [1.193, 0.284, -2.384], [1.877, -0.286, -2.064]]
}



(b)
{
  "formula": "C4H14O3",
  "method": "ωB97M-V with the def2-TZVPD basis set",
  "spin_multiplicity": 1,
  "homo_energy_ev": -9.56,
  "mol_weight_g_mol": 110.2,
  "e_lumo_ev": 0.50,
  "charge": 0,
  "smiles": "C=C(C)C.O.O.O",
  "orbital_gap_ev": 10.064,
  "species": ["C", "C", "C", "C", "H", "H", "H", "H", "H", "H", "H", "H", "H", "H", "O", "H", "H", "O", "H", "H", "O"],
  "positions_angstrom": [[1.046, 0.706, 1.242], [0.744, -0.744, 1.255], [0.061, -1.278, 2.224], [1.038, -1.490, 0.019], [1.623, 1.079, 0.424], [1.825, 1.051, 1.950], [0.176, 1.325, 1.466], [-0.017, -2.300, 2.229], [-0.238, -0.875, 3.135], [0.302, -2.118, -0.455], [1.846, -2.215, 0.205], [1.419, -0.880, -0.823], [-3.046, 0.260, 0.074], [-1.898, -0.388, 0.501], [-2.463, -0.468, -0.196], [-1.712, -0.285, -1.846], [-1.460, 0.625, -3.083], [-1.021, 0.032, -2.540], [0.954, 3.350, -1.899], [0.398, 2.002, -1.621], [0.424, 2.611, -2.263]]
}



(c)
{
  "formula": "C4H14O3",
  "method": "ωB97M-V with the def2-TZVPD basis set",
  "spin_multiplicity": 1,
  "homo_energy_ev": -9.73,
  "mol_weight_g_mol": 110.2,
  "e_lumo_ev": 0.67,
  "charge": 0,
  "smiles": "C=C(C)C.O.O.O",
  "orbital_gap_ev": 10.397,
  "species": ["C", "C", "C", "C", "H", "H", "H", "H", "H", "H", "H", "H", "H", "H", "O", "H", "H", "O", "H", "H", "O"],
  "positions_angstrom": [[0.153, 1.426, 0.457], [1.409, 0.587, 0.509], [2.162, 0.341, -0.555], [1.793, 0.128, 1.883], [0.416, 2.475, 0.328], [-0.530, 1.159, -0.339], [-0.388, 1.355, 1.407], [3.112, -0.164, -0.403], [1.869, 0.691, -1.535], [2.076, 0.975, 2.499], [0.968, -0.404, 2.354], [2.615, -0.579, 1.855], [0.470, -1.296, -0.528], [-0.437, -1.682, -1.667], [-0.275, -1.887, -0.735], [-1.779, -1.322, 0.149], [-3.289, -1.262, 0.038], [-2.560, -0.878, 0.542], [-2.333, -0.247, -1.436], [-3.098, 0.601, -2.443], [-2.353, -0.016, -2.381]]
}



Which one sits at the bottom of the stability order? (b) does.



(a)
{
  "formula": "C4H14O3",
  "method": "ωB97M-V with the def2-TZVPD basis set",
  "spin_multiplicity": 1,
  "homo_energy_ev": -9.21,
  "mol_weight_g_mol": 110.2,
  "e_lumo_ev": 0.21,
  "charge": 0,
  "smiles": "C/C=C/C.O.O.O",
  "orbital_gap_ev": 9.416,
  "species": ["C", "C", "C", "C", "H", "H", "H", "H", "H", "H", "H", "H", "H", "H", "O", "H", "H", "O", "H", "H", "O"],
  "positions_angstrom": [[1.398, -0.829, -2.127], [0.274, 0.157, -2.028], [0.313, 1.264, -1.300], [-0.770, 2.308, -1.297], [1.023, -1.842, -2.216], [2.028, -0.600, -2.989], [2.034, -0.739, -1.254], [-0.455, 0.196, -2.830], [1.130, 1.450, -0.611], [-0.466, 3.206, -0.782], [-1.086, 2.479, -2.327], [-1.671, 1.911, -0.825], [0.735, -1.046, 2.376], [-0.178, -0.942, 1.139], [0.736, -1.074, 1.411], [0.826, 1.663, 4.870], [-0.322, 0.816, 4.253], [0.475, 0.770, 4.791], [-1.383, -3.257, 0.155], [-2.461, -2.498, 0.908], [-2.179, -3.392, 0.681]]
}



(b)
{
  "formula": "C4H14O3",
  "method": "ωB97M-V with the def2-TZVPD basis set",
  "spin_multiplicity": 1,
  "homo_energy_ev": -10.00,
  "mol_weight_g_mol": 110.2,
  "e_lumo_ev": 0.23,
  "charge": 0,
  "smiles": "C=CCC.O.O.O",
  "orbital_gap_ev": 10.230,
  "species": ["C", "C", "C", "C", "H", "H", "H", "H", "H", "H", "H", "H", "H", "H", "O", "H", "H", "O", "H", "H", "O"],
  "positions_angstrom": [[1.986, -2.170, 1.951], [2.130, -0.679, 2.352], [1.219, 0.187, 1.551], [1.477, 1.244, 0.793], [2.446, -2.745, 2.760], [0.977, -2.431, 1.667], [2.537, -2.467, 1.047], [3.124, -0.230, 2.358], [1.815, -0.629, 3.406], [0.177, -0.100, 1.733], [0.735, 1.782, 0.224], [2.446, 1.725, 0.651], [-0.015, -0.138, -2.275], [-1.023, -0.907, -3.121], [-0.733, 0.001, -2.927], [-3.490, -0.054, 1.985], [-4.067, 0.454, 3.233], [-4.265, -0.164, 2.538], [-1.195, 2.199, -4.746], [-0.578, 0.824, -4.489], [-0.596, 1.576, -5.112]]
}



(c)
{
  "formula": "C4H14O3",
  "method": "ωB97M-V with the def2-TZVPD basis set",
  "spin_multiplicity": 1,
  "homo_energy_ev": -9.34,
  "mol_weight_g_mol": 110.2,
  "e_lumo_ev": 0.39,
  "charge": 0,
  "smiles": "C/C=C/C.O.O.O",
  "orbital_gap_ev": 9.732,
  "species": ["C", "C", "C", "C", "H", "H", "H", "H", "H", "H", "H", "H", "H", "H", "O", "H", "H", "O", "H", "H", "O"],
  "positions_angstrom": [[-3.003, 1.216, -3.265], [-1.704, 1.413, -2.480], [-0.688, 2.120, -2.942], [0.596, 2.348, -2.163], [-3.030, 1.934, -4.097], [-2.951, 0.252, -3.766], [-3.841, 1.380, -2.605], [-1.706, 0.865, -1.544], [-0.750, 2.686, -3.862], [1.414, 1.905, -2.727], [0.796, 3.404, -1.989], [0.527, 1.778, -1.242], [2.337, -3.728, 4.077], [2.122, -2.758, 2.921], [2.182, -2.791, 3.889], [0.297, -0.487, 6.777], [0.259, -1.831, 6.058], [-0.082, -1.371, 6.844], [1.622, -3.035, 0.528], [3.223, -2.596, 0.572], [2.377, -2.703, 1.015]]
}



Which one sits at the bottom of the stability order? (b) does.



(a)
{
  "formula": "C4H10N2",
  "method": "ωB97M-V with the def2-TZVPD basis set",
  "spin_multiplicity": 1,
  "homo_energy_ev": -9.43,
  "mol_weight_g_mol": 86.1,
  "e_lumo_ev": 0.86,
  "charge": 0,
  "smiles": "[H]/N=C/N.C=CC",
  "orbital_gap_ev": 10.289,
  "species": ["C", "C", "C", "H", "H", "H", "H", "H", "H", "N", "C", "N", "H", "H", "H", "H"],
  "positions_angstrom": [[-1.613, -1.515, -0.552], [-3.104, -1.443, -0.778], [-3.646, -1.132, -1.949], [-1.416, -2.480, -0.082], [-1.051, -1.489, -1.480], [-1.299, -0.676, 0.075], [-3.713, -1.567, 0.112], [-4.688, -1.211, -2.225], [-3.025, -0.720, -2.742], [2.861, 2.140, 2.208], [3.268, 1.471, 1.055], [4.321, 1.858, 0.490], [3.433, 2.970, 2.348], [2.566, 1.723, 3.080], [2.547, 0.688, 0.805], [4.559, 1.383, -0.365]]
}



(b)
{
  "formula": "C4H10N2",
  "method": "ωB97M-V with the def2-TZVPD basis set",
  "spin_multiplicity": 1,
  "homo_energy_ev": -8.97,
  "mol_weight_g_mol": 86.1,
  "e_lumo_ev": 0.97,
  "charge": 0,
  "smiles": "[H]/N=C/N.C=CC",
  "orbital_gap_ev": 9.932,
  "species": ["C", "C", "C", "H", "H", "H", "H", "H", "H", "N", "C", "N", "H", "H", "H", "H"],
  "positions_angstrom": [[-1.501, -2.528, -0.823], [-1.784, -1.095, -0.450], [-1.821, -0.778, 0.859], [-2.281, -2.872, -1.513], [-1.503, -3.113, 0.098], [-0.521, -2.625, -1.280], [-1.794, -0.274, -1.159], [-1.714, 0.201, 1.309], [-2.324, -1.489, 1.510], [3.048, 1.585, -0.226], [2.061, 2.370, 0.347], [0.864, 2.392, -0.077], [2.596, 0.760, -0.599], [3.883, 1.423, 0.302], [2.417, 3.038, 1.142], [0.374, 3.005, 0.560]]
}



Which one sits at the bottom of the stability order? (b) does.



(a)
{
  "formula": "C4H10N2",
  "method": "ωB97M-V with the def2-TZVPD basis set",
  "spin_multiplicity": 1,
  "homo_energy_ev": -8.57,
  "mol_weight_g_mol": 86.1,
  "e_lumo_ev": 1.05,
  "charge": 0,
  "smiles": "[H]/N=C\\N(C)CC",
  "orbital_gap_ev": 9.620,
  "species": ["C", "C", "C", "N", "C", "N", "H", "H", "H", "H", "H", "H", "H", "H", "H", "H"],
  "positions_angstrom": [[-0.403, -1.047, 0.184], [0.254, 0.664, -1.454], [-1.733, -0.538, 0.701], [0.537, -0.141, -0.292], [1.320, 0.519, 0.923], [2.448, 1.068, 0.885], [2.868, 1.123, -0.044], [0.834, 0.463, 1.900], [0.051, -1.755, 0.879], [-0.552, -1.694, -0.894], [-0.788, 0.989, -1.486], [0.475, 0.087, -2.358], [0.904, 1.538, -1.456], [-1.603, -0.099, 1.689], [-2.184, 0.198, 0.039], [-2.425, -1.375, 0.783]]
}



(b)
{
  "formula": "C4H10N2",
  "method": "ωB97M-V with the def2-TZVPD basis set",
  "spin_multiplicity": 1,
  "homo_energy_ev": -8.88,
  "mol_weight_g_mol": 86.1,
  "e_lumo_ev": 1.13,
  "charge": 0,
  "smiles": "C=NNC(C)C",
  "orbital_gap_ev": 10.007,
  "species": ["C", "C", "C", "C", "H", "H", "H", "H", "H", "H", "H", "H", "H", "H", "N", "N"],
  "positions_angstrom": [[1.768, -0.969, 0.011], [0.650, -0.077, -0.479], [0.697, 1.398, 0.028], [-2.722, -0.182, 0.097], [1.597, -1.173, 1.117], [2.786, -0.441, -0.077], [1.818, -1.918, -0.585], [0.666, -0.041, -1.555], [-0.166, 1.961, -0.476], [0.610, 1.604, 1.140], [1.642, 1.874, -0.242], [-0.687, -0.862, 0.863], [-2.742, -0.489, 1.188], [-3.664, 0.215, -0.266], [-0.583, -0.779, -0.152], [-1.668, -0.121, -0.612]]
}



(c)
{
  "formula": "C4H10N2",
  "method": "ωB97M-V with the def2-TZVPD basis set",
  "spin_multiplicity": 1,
  "homo_energy_ev": -9.50,
  "mol_weight_g_mol": 86.1,
  "e_lumo_ev": 0.87,
  "charge": 0,
  "smiles": "C=NC.C=NC",
  "orbital_gap_ev": 10.369,
  "species": ["C", "C", "N", "H", "H", "H", "H", "H", "C", "C", "N", "H", "H", "H", "H", "H"],
  "positions_angstrom": [[1.830, -1.038, -0.359], [1.384, -2.973, 0.846], [1.754, -2.491, -0.254], [2.428, -0.887, -1.262], [2.425, -0.586, 0.435], [0.918, -0.489, -0.568], [1.316, -4.057, 0.927], [1.071, -2.381, 1.712], [-1.958, 1.398, 0.675], [-1.228, 2.504, -1.212], [-2.022, 2.569, -0.231], [-2.695, 1.500, 1.469], [-0.976, 1.425, 1.133], [-2.276, 0.545, 0.068], [-1.014, 3.432, -1.742], [-0.957, 1.529, -1.636]]
}



Which one sits at the bottom of the stability order? (c) does.